A 11-piece molecular cluster, C44H121N11O11 overall at a distorted geometry, computed with the ωB97M-V functional and the def2-TZVPD basis.

For the energy above the lowest of the compared OMol25 structures with the same formula, charge and spin, the calculation gives 720.6 kJ/mol. The largest force on an atom is 0.081 Eh/bohr. As for the orbital gap: 0.324 Eh. The calculation puts the LUMO energy at 0.3 eV. Its total energy is -3178.51379 Ha. Its total charge is 0. Its molar mass is 980.52 u. The structure (SMILES) is COC[C@H](C)N.COC[C@H](C)N.COC[C@H](C)N.COC[C@H](C)N.COC[C@H](C)N.COC[C@H](C)N.COC[C@H](C)N.COC[C@H](C)N.COC[C@H](C)N.COC[C@H](C)N.COC[C@H](C)N. As for the HOMO energy: -0.31133 Ha.

```
187
Properties=species:S:1:pos:R:3:forces:R:3:mulliken_charge:R:1
C 7.041 1.334 -2.299 -0.64 0.07 0.67 -1.568
C 6.358 2.549 -1.628 0.49 0.12 -0.21 1.099
C 6.106 2.578 -0.078 1.88 -0.89 -0.86 -0.292
O 7.396 2.829 0.561 -1.19 0.77 0.79 -0.506
C 7.222 2.918 1.983 0.16 -1.65 0.30 -0.793
N 7.172 3.745 -1.967 -1.03 -1.02 0.18 -0.846
H 6.359 0.485 -2.267 0.14 -0.23 -0.03 0.262
H 7.987 1.049 -1.838 -0.07 0.08 0.33 0.351
H 7.287 1.550 -3.339 -0.31 0.21 0.03 0.394
H 5.370 2.719 -2.058 -0.12 -0.31 -0.28 -0.125
H 5.755 1.621 0.308 -0.28 -0.10 0.00 0.418
H 5.359 3.352 0.098 0.13 0.26 0.39 0.025
H 6.603 3.711 2.404 -0.17 0.24 -0.67 0.256
H 8.128 2.881 2.587 0.71 0.64 -0.87 0.413
H 6.830 1.952 2.302 -0.83 -0.07 0.13 0.273
H 6.574 4.442 -1.548 0.58 1.05 0.04 0.305
H 7.938 3.578 -1.330 0.58 0.85 0.07 0.378
C -1.519 -2.224 4.512 0.77 0.81 0.78 -1.283
C -2.029 -0.750 4.476 -0.92 -2.92 -1.68 0.599
C -1.260 0.322 5.209 0.21 -0.83 -2.01 -0.261
O -1.313 0.028 6.558 0.56 0.05 1.42 -0.395
C -0.493 0.847 7.415 -1.27 0.23 -0.31 -0.601
N -2.406 -0.486 3.046 0.23 0.99 1.05 0.507
H -2.070 -2.917 3.877 -0.15 0.38 -0.07 0.142
H -1.606 -2.580 5.538 0.10 -0.11 0.04 0.490
H -0.464 -2.273 4.240 0.14 -0.06 -0.16 0.194
H -2.976 -0.878 5.001 -0.31 0.60 0.08 0.270
H -1.765 1.174 4.753 -0.22 1.21 1.22 0.353
H -0.253 0.392 4.798 0.60 -0.15 0.25 0.130
H -0.569 0.596 8.473 -0.37 -0.82 -0.20 0.294
H -0.987 1.818 7.373 0.86 0.62 -0.16 0.340
H 0.571 0.803 7.184 -0.04 0.31 -0.50 0.080
H -2.671 0.484 2.942 -0.64 0.26 0.00 -0.364
H -1.697 -0.575 2.332 0.74 -0.74 0.40 -0.280
C -0.984 0.323 -0.220 0.61 0.35 -0.51 -0.882
C 0.291 -0.500 0.149 -2.92 2.55 1.47 1.678
C 1.119 0.200 1.279 1.10 -0.85 -1.76 -1.837
O 1.630 1.486 0.908 0.94 -0.71 -0.44 0.193
C 2.769 1.418 -0.011 -0.49 0.92 0.35 -0.429
N -0.235 -1.697 0.784 1.27 -0.58 -0.74 -0.355
H -0.618 1.243 -0.677 -0.47 0.40 0.18 0.378
H -1.734 0.485 0.555 0.61 0.42 0.65 -0.392
H -1.625 -0.157 -0.959 0.56 -0.46 -0.48 0.128
H 0.807 -0.624 -0.803 0.52 -0.31 0.24 0.493
H 1.964 -0.462 1.465 0.62 -0.26 -0.20 0.551
H 0.661 0.116 2.264 -0.82 1.04 -0.24 0.061
H 2.563 1.106 -1.035 -0.72 -0.20 0.03 0.087
H 3.642 0.840 0.293 -0.32 -0.45 0.77 0.288
H 3.136 2.440 -0.105 -0.22 0.14 0.08 -0.082
H -0.930 -2.034 0.134 -0.32 -0.35 0.00 -0.659
H 0.566 -2.285 0.598 -0.10 -1.33 0.61 0.393
C 0.859 -0.724 -6.791 1.42 0.47 0.01 -1.665
C 0.955 0.657 -6.063 0.17 -1.78 -0.15 2.222
C 2.336 1.404 -6.121 -0.93 -0.05 -0.37 -1.241
O 3.367 0.743 -5.391 -0.74 -0.77 -1.98 -0.474
C 3.457 1.183 -4.098 -0.71 0.82 1.19 -0.417
N -0.151 1.440 -6.608 1.56 1.26 -0.06 -0.609
H 1.075 -0.557 -7.846 -0.46 0.05 -0.28 0.397
H -0.136 -1.144 -6.645 0.05 0.02 -0.10 0.295
H 1.614 -1.465 -6.528 0.01 -0.03 0.54 0.395
H 0.841 0.414 -5.007 -0.43 0.36 0.32 -0.832
H 2.167 2.425 -5.780 -0.08 0.09 0.69 0.351
H 2.670 1.616 -7.137 0.17 -0.75 -0.32 0.496
H 2.475 1.308 -3.642 -0.42 -0.02 0.11 0.266
H 3.873 2.191 -4.123 0.62 0.04 0.60 0.255
H 3.957 0.457 -3.457 0.55 0.20 -0.28 0.172
H -1.034 0.962 -6.718 0.17 -0.24 0.51 0.177
H 0.172 1.606 -7.550 -0.26 0.55 -0.42 0.388
C -3.487 4.050 0.051 -1.01 -0.24 -0.86 -1.545
C -3.693 4.394 1.518 1.34 0.13 -2.29 0.673
C -3.301 3.211 2.323 -1.07 -1.28 2.41 -0.978
O -3.881 1.927 2.062 -0.34 0.02 -0.96 -0.060
C -5.285 1.651 2.245 0.82 0.21 0.78 -0.798
N -2.794 5.517 1.822 -0.23 0.35 0.54 -0.795
H -3.748 4.859 -0.631 0.14 0.44 0.21 0.525
H -4.203 3.279 -0.235 0.17 -0.41 -0.01 0.340
H -2.480 3.722 -0.208 0.08 -0.10 0.29 0.225
H -4.751 4.626 1.638 0.01 0.29 0.40 0.306
H -3.591 3.430 3.351 0.09 0.28 0.55 0.322
H -2.228 3.031 2.378 0.11 0.08 -0.61 0.335
H -5.968 2.314 1.714 0.21 -0.12 -0.50 0.341
H -5.583 1.711 3.292 0.24 0.33 0.41 0.346
H -5.403 0.591 2.022 -0.07 0.20 -0.58 0.061
H -2.240 5.778 1.018 -0.17 0.04 -0.33 0.244
H -2.082 5.276 2.496 -0.19 -0.17 0.44 0.300
C -1.135 -5.530 1.239 1.03 -0.47 1.56 -0.963
C -0.736 -6.771 0.387 -2.73 2.95 0.22 0.298
C -1.091 -8.052 1.088 0.22 -1.97 -0.51 -1.175
O -2.507 -8.352 1.138 -0.08 0.51 0.53 -0.321
C -2.879 -9.414 2.040 0.38 0.45 -0.30 -0.839
N -1.693 -6.549 -0.742 0.33 -1.18 -0.22 -0.517
H -0.299 -5.190 1.849 0.17 0.16 0.02 0.423
H -1.860 -5.868 1.979 -0.40 0.18 -0.09 0.464
H -1.528 -4.660 0.713 0.10 -0.31 -0.32 -0.158
H 0.315 -6.649 0.122 -0.10 -0.68 -0.31 0.421
H -0.590 -8.163 2.050 -0.20 0.12 0.29 0.479
H -0.702 -8.823 0.423 0.47 -0.47 0.12 0.523
H -2.689 -9.102 3.067 0.25 -0.21 0.10 0.320
H -2.392 -10.355 1.784 0.54 0.05 0.12 0.346
H -3.937 -9.668 1.978 -0.12 0.68 -0.40 0.252
H -1.939 -7.460 -1.103 0.60 -0.61 -0.99 0.264
H -2.564 -6.478 -0.235 -0.48 0.90 0.24 0.232
C -3.489 3.319 -4.591 0.00 -0.12 0.60 -1.783
C -2.966 1.992 -4.015 -2.01 -1.08 -1.34 0.962
C -3.350 0.792 -4.890 -1.02 1.97 -1.44 -1.081
O -2.774 0.846 -6.221 0.41 -0.06 1.06 -0.421
C -3.061 -0.335 -6.888 -0.13 -0.57 -1.03 -0.894
N -1.597 1.918 -3.770 2.49 0.27 0.07 -0.168
H -4.569 3.218 -4.484 -0.13 0.50 -0.22 0.465
H -3.250 3.598 -5.617 0.20 -0.63 -0.11 0.290
H -3.138 4.160 -3.993 -0.12 -0.09 0.27 0.390
H -3.595 1.751 -3.158 0.28 0.41 0.69 0.310
H -4.384 1.009 -5.159 -0.75 -1.18 0.75 0.464
H -3.078 -0.122 -4.362 -0.38 -0.27 -0.19 0.314
H -4.117 -0.416 -7.145 -0.33 -0.18 0.37 0.337
H -2.712 -1.211 -6.341 -0.20 -0.22 0.23 0.267
H -2.564 -0.374 -7.857 0.33 0.35 -0.01 0.353
H -1.345 0.978 -3.502 -0.19 -0.37 1.07 -0.113
H -1.239 1.836 -4.711 0.91 1.00 -0.54 0.162
C 2.670 5.694 0.935 0.02 -0.45 -0.14 -1.426
C 1.508 5.882 0.006 0.14 1.53 -1.14 0.173
C 1.089 4.717 -0.852 0.85 -0.55 0.62 -0.061
O 2.102 4.396 -1.821 -0.94 0.27 1.32 -0.007
C 1.939 4.863 -3.143 0.82 -1.13 0.24 -0.668
N 0.303 6.498 0.582 0.36 0.01 0.02 -0.423
H 3.538 5.506 0.303 0.14 -0.53 0.18 0.210
H 2.449 4.863 1.605 0.43 0.04 0.37 0.306
H 2.906 6.634 1.433 -0.22 -0.14 0.40 0.478
H 1.932 6.628 -0.666 -0.30 0.19 -0.62 0.255
H 0.075 4.931 -1.192 0.18 -0.15 -0.75 0.345
H 1.030 3.882 -0.155 -0.19 -0.58 -0.24 -0.406
H 1.696 5.918 -3.266 -0.15 0.03 0.19 0.291
H 1.256 4.184 -3.653 -0.35 0.36 -0.32 0.191
H 2.950 4.652 -3.491 -0.09 0.44 -0.82 0.201
H 0.350 6.459 1.590 -0.09 0.17 0.19 0.262
H 0.409 7.460 0.294 -0.65 0.29 0.51 0.274
C -4.913 -4.849 3.135 -0.16 -1.13 1.18 -2.021
C -4.563 -3.621 2.321 -0.74 -0.15 1.75 2.051
C -5.615 -3.440 1.239 0.44 -0.90 -1.46 -0.854
O -5.456 -2.259 0.517 0.30 0.85 0.24 -0.425
C -4.264 -2.199 -0.227 -0.25 1.23 -0.71 -0.575
N -4.674 -2.450 3.214 -0.92 0.09 -0.49 -0.679
H -5.947 -4.989 3.450 -0.55 0.57 -0.66 0.437
H -4.488 -4.779 4.136 0.72 0.06 -0.15 0.413
H -4.642 -5.817 2.715 0.33 0.05 -0.32 0.298
H -3.514 -3.729 2.048 -0.12 -0.05 -0.83 -0.717
H -6.650 -3.443 1.582 0.20 0.16 0.75 0.281
H -5.611 -4.230 0.489 0.31 -0.74 0.08 0.449
H -3.328 -2.525 0.226 -0.27 -0.43 0.48 0.220
H -4.120 -1.133 -0.405 0.11 0.05 -0.25 0.139
H -4.414 -2.678 -1.195 0.19 -0.31 -0.12 0.420
H -5.313 -1.896 2.662 -0.47 0.74 0.56 0.324
H -3.871 -1.837 3.185 0.69 -0.13 -0.14 0.227
C -2.150 -4.157 -3.293 -0.88 0.10 0.85 -1.765
C -1.211 -3.365 -2.384 1.71 -0.18 -1.23 2.408
C 0.247 -3.939 -2.371 -0.89 -0.24 0.50 -0.866
O 1.077 -2.920 -1.842 2.14 0.67 -1.31 0.149
C 2.484 -3.300 -1.927 -0.56 -1.06 1.82 -1.070
N -1.027 -1.968 -2.858 -0.53 -0.36 0.28 0.092
H -1.824 -4.535 -4.263 0.79 0.08 0.20 0.424
H -2.995 -3.517 -3.544 -0.20 0.14 0.16 0.419
H -2.549 -4.981 -2.702 0.03 -0.20 -0.25 0.294
H -1.539 -3.409 -1.345 -0.46 0.25 -0.08 -1.586
H 0.498 -4.215 -3.395 0.36 0.08 -0.16 0.357
H 0.397 -4.790 -1.707 -0.46 -0.47 -0.16 0.184
H 2.968 -3.673 -2.830 -1.05 0.12 -0.74 0.320
H 2.451 -4.122 -1.212 0.94 -0.45 0.00 0.393
H 3.213 -2.592 -1.535 -0.80 0.70 0.16 0.260
H -0.026 -1.865 -2.773 0.09 0.98 -0.05 0.158
H -1.227 -1.896 -3.846 -0.23 -0.21 -0.20 -0.015
C 3.426 -1.237 5.738 -1.54 -1.53 1.07 -1.427
C 4.227 -0.052 5.290 0.55 0.58 -0.78 0.510
C 3.474 1.031 4.584 -2.21 1.60 -0.62 0.185
O 4.266 2.222 4.388 1.81 -0.40 -0.04 -0.466
C 3.938 3.192 3.387 -1.36 -1.37 0.25 -0.869
N 4.837 0.569 6.448 0.85 -0.46 0.25 -0.797
H 3.881 -1.912 6.463 1.18 0.36 -0.14 0.374
H 2.956 -1.978 5.091 0.36 0.53 -1.12 0.373
H 2.564 -1.001 6.362 -0.30 1.00 -0.03 0.131
H 4.939 -0.281 4.497 0.83 -0.71 0.59 0.249
H 2.654 1.346 5.228 -0.45 0.04 0.30 0.199
H 2.975 0.684 3.679 0.31 0.01 -0.52 -0.212
H 4.096 2.833 2.369 -0.20 -0.45 -0.11 0.180
H 4.502 4.125 3.409 0.17 -0.22 0.97 0.474
H 2.877 3.353 3.575 -0.19 0.70 -0.65 0.460
H 5.380 1.346 6.099 0.17 0.20 0.14 0.411
H 4.077 0.988 6.965 -0.11 0.11 0.38 0.300
```
Forces are in eV/Å.